(1)
DFT (ωB97M-V/def2-TZVPD) results for C33H57ClIN3O9PS as an isolated structure.

Summary:
* Kohn-Sham gap: 8.2706 eV

The geometry in ORCA input format:
```
! wB97M-V def2-TZVPD RIJCOSX def2/J DEFGRID3
* xyz 1 1
C -3.7394 0.2527 2.0461
N -3.7987 0.3991 0.5818
C -2.6408 -0.1349 -0.1038
N -2.0357 0.9358 -1.0204
C -3.1662 1.6946 -1.6924
C -4.3114 0.8769 -2.3201
C -5.6925 1.2010 -1.7757
C -6.1095 2.5118 -1.4469
C -7.4352 2.7338 -0.9636
C -8.3601 1.6641 -0.8135
C -7.9562 0.3564 -1.1576
C -6.6326 0.1355 -1.6220
C -1.4527 1.9716 -0.0739
C 0.0420 1.9175 0.2649
C 0.4640 3.3969 0.4600
C 1.6474 3.6366 1.4137
C 1.2481 4.3783 2.6854
Cl 0.5433 3.3561 3.9595
O 0.2004 1.2930 1.5182
C 1.2067 0.2779 1.6726
C 1.4377 0.0662 3.1885
C 2.7622 0.7306 3.6165
C 1.5956 -1.4319 3.4932
C 0.3178 -2.3149 3.4404
C 0.2026 -3.2390 2.1989
C -0.9798 -1.5163 3.5812
O 0.8645 1.3587 -0.7366
C 0.3147 1.2770 -2.0330
C 0.2475 2.6063 -2.7874
O -0.8014 3.4651 -2.4293
C -0.9383 4.5384 -3.3615
P 1.7882 0.4079 -2.9453
S 3.2729 -0.1107 -1.8152
C -0.9856 0.4099 -1.9949
I -0.2245 -1.5696 -1.3199
C -1.5331 -0.0048 -3.3807
N -1.8859 1.0820 -4.2967
H -4.5955 0.7765 2.4689
H -2.8551 0.7583 2.4359
H -3.7611 -0.7867 2.3805
H -4.6329 -0.0737 0.2623
H -1.9287 -0.4101 0.6696
H -2.9617 -0.9950 -0.6825
H -2.7550 2.3557 -2.4454
H -3.6132 2.3459 -0.9503
H -4.3440 1.0880 -3.3904
H -4.1880 -0.2024 -2.2451
H -5.4326 3.3510 -1.5565
H -7.7472 3.7371 -0.7001
H -9.3658 1.8239 -0.4505
H -8.6186 -0.4961 -1.0923
H -6.3283 -0.8745 -1.8818
H -1.6538 2.9584 -0.4693
H -1.9826 1.9328 0.8725
H -0.3901 3.9417 0.8726
H 0.6749 3.8531 -0.5032
H 2.3228 4.3418 0.9206
H 2.2421 2.7509 1.6201
H 0.4867 5.1177 2.4401
H 2.0976 4.9425 3.0629
H 0.9164 -0.6749 1.2385
H 2.1656 0.5895 1.2590
H 0.6400 0.5235 3.7742
H 2.8925 0.5734 4.6870
H 2.7893 1.7959 3.3954
H 3.5742 0.2015 3.1117
H 2.0552 -1.5620 4.4739
H 2.2953 -1.8273 2.7572
H 0.3642 -2.9847 4.3027
H 1.1347 -3.3689 1.6351
H -0.2186 -4.2016 2.4877
H -0.5462 -2.7913 1.5376
H -1.0440 -0.8002 2.7537
H -1.0379 -0.9615 4.5186
H -1.8605 -2.1585 3.5163
H 1.2159 3.1088 -2.6443
H 0.2024 2.3886 -3.8606
H -1.6712 4.2711 -4.1245
H -1.2159 5.4413 -2.8262
H 0.0113 4.7308 -3.8666
H 2.2815 1.3699 -3.8450
H 1.2844 -0.6145 -3.7634
H -0.8225 -0.6687 -3.8681
H -2.3910 -0.6524 -3.2071
H -1.1680 1.2016 -4.9955
H -2.7481 0.8894 -4.7839
C 6.3606 -3.2076 -2.3403
C 4.8845 -3.5336 -2.3903
O 4.8720 -4.7959 -3.0654
C 6.0818 -5.3822 -2.8890
O 6.3388 -6.5016 -3.1760
O 6.9580 -4.5074 -2.3305
H 6.6446 -2.6487 -1.4522
H 6.7013 -2.6679 -3.2258
H 4.4510 -3.6600 -1.3977
H 4.3034 -2.7968 -2.9382
C 6.3758 -4.0067 2.6178
C 5.7900 -5.3458 3.0120
O 4.3807 -5.0990 2.9090
C 4.1933 -4.0772 2.0551
O 3.1300 -3.7413 1.6314
O 5.3641 -3.4805 1.7446
H 7.3258 -4.0888 2.0970
H 6.4895 -3.3316 3.4671
H 6.0578 -6.1430 2.3174
H 6.0518 -5.6496 4.0215
*
```

Atom charges from the Mulliken analysis, given in e for atoms 1 to 99: -1.0129, 0.0734, -1.8795, 2.2671, -1.2666, -0.9161, 0.2303, -0.3084, -0.8116, -0.4902, -0.6952, -0.3581, -3.6472, 1.6116, -0.9222, -0.6220, -0.9139, -0.1527, -0.0073, -0.3210, 0.9380, -1.9885, -1.2657, 0.6423, -0.8450, -1.7142, 0.0622, 1.4841, -3.2461, 0.0779, -1.0399, 0.2402, -0.2780, -0.8960, 0.3526, -1.6611, -0.2783, 0.4199, 0.3368, 0.3047, 0.3443, 0.5081, 0.4937, 0.6296, 0.8771, 0.2933, 0.3960, 0.4623, 0.3929, 0.4089, 0.4100, 0.3931, 0.6454, 1.2584, 0.7786, -0.0480, 0.5507, 0.2356, 0.4491, 0.4819, -0.3894, 0.7923, 0.6130, 0.5021, 0.3135, 0.3616, 0.5885, -0.1576, 0.6179, 0.0733, 0.4494, -0.0058, 0.2631, 0.4870, 0.5008, 0.9304, 1.0353, 0.2840, 0.2853, 0.3832, 0.1015, 0.0579, 0.7042, 0.3608, 0.2599, 0.2790, -0.3109, 0.3133, -0.3522, 0.6178, -0.5130, -0.3480, 0.2751, 0.2923, -0.0438, 0.0507, -0.3196, -0.3355, -0.3350

***

(2)
DFT (ωB97M-V/def2-TZVPD) results for C22H31As3ClF9NO5Pd as an isolated structure.

Summary:
* Kohn-Sham gap (alpha / beta): 6.8523 / 6.8931 eV
* relative energy (zero: lowest compared OMol25 entry of this formula, charge and spin): 22.4 kcal/mol

The geometry in ORCA input format:
```
! wB97M-V def2-TZVPD RIJCOSX def2/J DEFGRID3
* xyz -1 1
Pd -0.1899 -0.9083 -1.0991
C 1.1341 -0.1667 4.2833
As 0.5646 -0.4054 2.4025
C 2.3705 -0.2868 1.6669
C 0.0306 1.4702 2.0431
C -1.4573 1.7914 2.2667
C -1.9702 1.0604 3.5193
C -2.3842 1.4341 1.0831
As -2.1573 -0.0746 -0.1603
C -2.9513 -1.5663 0.7789
C -3.5400 0.4659 -1.3979
C -1.6420 3.2945 2.5686
As -1.0629 4.8038 1.4208
C -1.2401 4.1305 -0.4065
C 0.8888 4.6456 1.5820
H 1.7099 0.7537 4.4003
H 1.7644 -1.0143 4.5561
H 0.2781 -0.1466 4.9567
H 2.8860 0.5923 2.0577
H 2.3277 -0.2299 0.5814
H 2.9188 -1.1859 1.9499
H 0.3368 1.6945 1.0171
H 0.6287 2.0953 2.7125
H -1.9683 -0.0239 3.3805
H -2.9941 1.3682 3.7439
H -1.3494 1.2966 4.3860
H -2.4896 2.2904 0.4171
H -3.3881 1.2334 1.4753
H -3.9232 -1.2700 1.1779
H -2.2811 -1.8795 1.5770
H -3.0525 -2.3758 0.0595
H -4.3814 0.8555 -0.8217
H -3.8409 -0.3974 -1.9831
H -3.1482 1.2268 -2.0695
H -1.1500 3.5120 3.5244
H -2.7077 3.4798 2.7419
H -2.2906 4.0949 -0.6949
H -0.7779 3.1589 -0.5711
H -0.7468 4.8562 -1.0535
H 1.1651 4.7190 2.6346
H 1.3421 5.4818 1.0493
H 1.2711 3.7160 1.1668
F 1.2944 3.2083 -4.2801
C 0.4999 2.3598 -3.5894
F -0.0709 1.5459 -4.4745
F -0.4734 3.0989 -3.0467
C 1.2813 1.5621 -2.4856
O 0.4279 1.0977 -1.5569
C 2.2849 2.5484 -1.7910
F 3.3773 2.8419 -2.5168
F 1.6859 3.7185 -1.5025
F 2.7129 2.0409 -0.6299
C 2.1202 0.4656 -3.2109
F 2.8241 0.9541 -4.2518
F 1.3520 -0.5024 -3.6861
F 3.0045 -0.0733 -2.3585
Cl 2.5758 -8.9310 -1.2952
C 2.0477 -7.2721 -1.1723
C 1.3214 -6.8767 -0.0612
C 0.9017 -5.5591 0.0276
C 1.2157 -4.6527 -0.9762
C 1.9467 -5.0686 -2.0814
C 2.3639 -6.3858 -2.1884
C 0.7587 -3.2322 -0.8684
O 1.2390 -2.3831 -1.6836
O -0.0777 -2.9091 0.0084
H 1.0885 -7.5928 0.7147
H 0.3187 -5.2172 0.8722
H 2.1791 -4.3464 -2.8522
H 2.9266 -6.7262 -3.0464
O -1.8561 -2.3963 -2.0879
N -2.1309 -1.9978 -3.2600
O -1.6723 -0.9095 -3.5926
*
```

Need the Mulliken charges? In units of e they are: -0.8472, -1.3130, 0.6434, -0.8830, -0.2246, 2.6680, -2.1622, -1.9068, 1.6187, -1.3225, -1.5146, -2.2933, 0.3111, -0.8998, -0.8966, 0.3141, 0.4771, 0.3884, 0.3494, -0.1623, 0.4758, -1.3575, 1.0899, 0.3909, 0.5151, 0.3995, 0.3429, 0.5627, 0.4852, 0.2082, 0.4604, 0.5243, 0.4405, 0.2364, 0.6058, 0.4792, 0.4793, -0.0746, 0.4565, 0.3803, 0.4051, -0.0085, -0.2968, 0.1547, -0.2441, -0.1733, 1.7306, 0.6840, 0.1622, -0.2869, -0.2679, -0.2285, -0.2876, -0.2860, -0.2215, -0.2825, -0.2408, 0.4619, -0.7328, -0.1943, -0.0302, -0.2213, -0.7349, 1.0769, -0.8033, -0.5565, 0.4020, 0.4101, 0.4122, 0.4040, -0.4006, 0.1435, -0.3940

***

(3)
DFT (ωB97M-V/def2-TZVPD) results for C4H7N3 as an isolated structure.

Summary:
* Kohn-Sham gap: 7.8974 eV
* relative energy (zero: lowest compared OMol25 entry of this formula, charge and spin): 102.7 kcal/mol

The geometry in ORCA input format:
```
! wB97M-V def2-TZVPD RIJCOSX def2/J DEFGRID3
* xyz 0 1
C 0.1879 -1.0753 1.9982
C 0.7785 -0.5699 0.7239
C -0.0038 -0.1498 -0.2960
C 0.4099 0.7870 -1.3735
N -0.8267 1.0636 -2.0266
N -1.8432 0.5962 -1.3123
N -1.4415 -0.0644 -0.3086
H 0.8411 -0.8725 2.8585
H -0.7831 -0.5972 2.1813
H 0.0147 -2.1599 1.9560
H 0.5024 1.1603 -0.1834
H 1.8645 -0.5515 0.5866
H 1.3137 0.7759 -1.9840
H -1.0145 1.6574 -2.8201
*
```

Need the Mulliken charges? In units of e they are: -1.0132, -0.4440, 0.4111, -0.5343, 0.1679, -0.5203, -0.1266, 0.3211, 0.3062, 0.2310, 0.2811, 0.3558, 0.3428, 0.2213

***

(4)
DFT (ωB97M-V/def2-TZVPD) results for one molecule with the formula C6H8N2.

Summary:
* SMILES: [H]/N=C/N1CC[C@H]1C#C
* Kohn-Sham gap: 9.8728 eV
* relative energy (zero: lowest compared OMol25 entry of this formula, charge and spin): 79.0 kcal/mol

The geometry in ORCA input format:
```
! wB97M-V def2-TZVPD RIJCOSX def2/J DEFGRID3
* xyz 0 1
C -1.5821 0.8690 -0.3064
C -0.0016 -0.8963 -1.1312
C 0.8018 -1.5064 0.0300
C 0.2608 -0.3544 0.9160
C 1.2139 0.7243 1.1244
C 1.8944 1.6553 1.4162
H -2.8562 1.7155 -1.4145
H -1.8398 1.3667 0.6686
H -0.5735 -1.4656 -1.8997
H 0.6426 -0.2523 -1.6972
H 0.3344 -2.5186 0.3187
H 1.9321 -1.5166 -0.1231
H -0.0446 -0.8165 1.8619
H 2.6995 2.2473 1.7690
N -2.1707 0.9494 -1.4398
N -0.7111 -0.2007 -0.0928
*
```

Need the Mulliken charges? In units of e they are: 0.0270, -0.5301, -0.6219, 0.1317, -1.1009, 0.2972, 0.2392, 0.2913, 0.3185, 0.2617, 0.2596, 0.2910, 0.2511, 0.4736, -0.6188, 0.0298

***

(5)
DFT (ωB97M-V/def2-TZVPD) results for a 2-piece molecular cluster, C4H11N2O2 overall.

Summary:
* Kohn-Sham gap: 8.4794 eV
* relative energy (zero: lowest compared OMol25 entry of this formula, charge and spin): 18.3 kcal/mol

The geometry in ORCA input format:
```
! wB97M-V def2-TZVPD RIJCOSX def2/J DEFGRID3
* xyz -1 1
C 1.6589 0.6682 -0.7815
N 0.2710 0.8324 -1.1459
C -0.2704 -0.3260 -1.7996
N 0.2573 -0.5130 -3.1661
H 1.8815 1.2857 0.0914
H 1.9028 -0.3705 -0.4991
H 2.3355 0.9410 -1.6034
H -0.2605 1.0041 -0.2886
H -1.3519 -0.2225 -1.8757
H -0.0410 -1.2535 -1.2571
H 0.3167 0.3851 -3.6314
H 1.1902 -0.9019 -3.1369
O -0.2148 -0.8519 1.2943
C -0.9172 -0.0107 1.8935
O -1.3520 1.0774 1.4347
C -1.2938 -0.3575 3.3461
H -1.9900 0.3560 3.7803
H -1.7215 -1.3609 3.3768
H -0.4009 -0.3813 3.9685
*
```

Need the Mulliken charges? In units of e they are: -0.9171, -0.4837, -0.4373, -0.6758, 0.3526, 0.2796, 0.2520, 0.3807, 0.3311, 0.3699, 0.2665, 0.2534, -0.6968, 0.7596, -0.7832, -1.0320, 0.2901, 0.2548, 0.2355

***

(6)
DFT (ωB97M-V/def2-TZVPD) results for C44H34BrCoN5S2 as an isolated structure.

Summary:
* expectation value of S²: 0.826
* Kohn-Sham gap (alpha / beta): 6.3281 / 6.3155 eV
* relative energy (zero: lowest compared OMol25 entry of this formula, charge and spin): 24.2 kcal/mol

The geometry in ORCA input format:
```
! wB97M-V def2-TZVPD RIJCOSX def2/J DEFGRID3
* xyz 0 2
Co -0.3754 -0.1414 -0.3091
C -2.8766 0.7004 1.8536
N -2.1573 -0.2418 0.9900
C -2.5897 -1.4539 0.9571
C -1.8800 -2.4533 0.2360
C -2.1480 -3.8053 0.0290
C -1.0759 -4.2950 -0.7270
C -0.2184 -3.2119 -0.9383
N -0.6972 -2.0969 -0.3622
C -4.2476 1.0526 1.3253
C -4.3974 2.1121 0.4360
C -5.6360 2.4224 -0.1046
C -6.7510 1.6726 0.2441
C -6.6203 0.6319 1.1524
C -5.3768 0.3255 1.6880
H -2.2872 1.6146 1.9248
H -2.9622 0.2910 2.8650
H -3.4864 -1.7571 1.5024
H -3.0125 -4.3487 0.3790
H -0.9340 -5.3025 -1.0847
H 0.7073 -3.1948 -1.4943
H -3.5321 2.7084 0.1702
H -5.7312 3.2532 -0.7934
H -7.7181 1.9031 -0.1836
H -7.4896 0.0587 1.4485
H -5.2893 -0.4778 2.4104
S 2.8907 -0.5272 4.6521
C 3.5502 -0.3164 6.2095
C 3.2517 0.9079 6.7247
C 2.4711 1.6892 5.8334
C 2.1902 1.0439 4.6617
C 1.4311 1.5457 3.5058
C 1.0375 0.6628 2.4767
N 0.3940 1.0442 1.4012
C 0.0631 2.3426 1.2788
C 0.3847 3.3055 2.2362
C -0.0181 4.6705 2.0173
C -0.6973 5.0246 0.9066
C -1.0561 4.0479 -0.0885
C -1.7800 4.3543 -1.2524
C -2.1169 3.3539 -2.1367
C -1.7082 2.0389 -1.8258
N -1.0212 1.7318 -0.7513
C -0.6885 2.7176 0.1075
C -2.8963 3.5901 -3.3595
C -3.1148 2.7256 -4.3950
C -3.9182 3.2846 -5.4241
C -4.2960 4.5616 -5.1493
S -3.6816 5.0941 -3.6476
C 1.0926 2.8745 3.3690
H 4.1201 -1.1108 6.6635
H 3.5726 1.2422 7.7001
H 2.1210 2.6846 6.0674
H 1.2701 -0.3944 2.5334
H 0.2297 5.4087 2.7701
H -1.0007 6.0525 0.7513
H -2.0723 5.3814 -1.4410
H -1.9540 1.2111 -2.4770
H -2.7044 1.7270 -4.4378
H -4.1940 2.7596 -6.3263
H -4.9014 5.2235 -5.7471
H 1.3756 3.5980 4.1241
C 6.6206 -1.7456 1.1665
C 5.1849 -1.4448 0.8410
C 4.2375 -2.4529 0.7237
C 2.9199 -2.1236 0.4384
N 2.4910 -0.8761 0.2661
C 3.4011 0.0880 0.3842
C 4.7385 -0.1395 0.6617
H 6.9125 -2.7274 0.7960
H 6.7731 -1.7387 2.2482
H 7.2857 -0.9970 0.7371
H 4.5168 -3.4917 0.8522
H 2.1666 -2.8998 0.3496
H 3.0412 1.1042 0.2502
H 5.4260 0.6948 0.7342
Br 2.5002 0.7094 -6.3003
C 1.7275 0.4307 -4.5837
C 0.8958 -0.6500 -4.3706
C 0.3307 -0.8361 -3.1087
C 0.5682 0.0289 -2.0362
C 1.4072 1.1167 -2.3204
C 1.9899 1.3291 -3.5617
H 0.6822 -1.3406 -5.1767
H -0.3305 -1.6850 -2.9800
H 1.6102 1.8586 -1.5500
H 2.6278 2.1859 -3.7387
*
```

Need the Mulliken charges? In units of e they are: 0.3048, -1.1134, 0.3466, -0.2117, 0.0457, -1.1631, -1.1986, -0.7001, 0.3837, 0.2323, 0.2372, -0.7231, -0.4799, -0.6848, -0.3938, 0.1643, 0.6244, 0.2530, 0.4782, 0.4632, 0.8708, 0.2923, 0.4313, 0.3919, 0.3796, 0.3949, -0.0155, -0.4289, -0.5781, -0.5228, 0.4751, 1.1622, -1.6078, 0.8814, -0.5830, 0.8498, -1.1133, -1.1765, 0.6398, -0.9265, 1.0831, -1.1568, 1.2450, -0.5329, 0.2996, -0.5083, -0.6159, -0.3926, -0.1765, -1.0524, 0.4155, 0.3969, 0.3653, 0.5554, 0.4613, 0.4708, 0.4798, 0.1575, 0.4935, 0.3892, 0.4415, 0.3704, -1.4865, 1.1117, -0.9614, -0.5099, 0.2401, -0.0134, -1.0846, 0.3866, 0.2574, 0.3837, 0.4422, 0.4578, 0.2587, 0.4072, -0.2333, -0.0756, -0.8276, 0.2674, -0.7861, 1.1027, -0.9285, 0.4546, 0.5069, 0.3116, 0.4477

***

no.,DFT total energy (Ha),maximum force (eV/Å)
1,-3630.1731,1.92
2,-9482.0940,0.35
3,-320.7196,4.13
4,-342.8080,3.72
5,-419.0619,0.75
6,-6724.0588,1.76